# C6H11ClN3RuSm

C6H11ClN3RuSm as an isolated structure at a distorted geometry (ωB97M-V/def2-TZVPD, the OMol25 dataset).

```
23
Properties=species:S:1:pos:R:3:forces:R:3
Sm 0.75405 1.09452 -0.63719 0.66 0.07 0.58
Cl -0.92510 0.40765 -2.43755 -1.09 -0.21 -0.98
C 2.69372 1.55901 -2.04435 0.60 -0.10 -0.26
C 0.34127 3.53855 -0.92957 -1.03 2.87 -1.66
H 2.82772 2.65565 -2.00834 0.32 -0.39 -0.29
H 3.64318 1.00203 -2.07693 -0.12 0.44 -0.15
H 2.07846 1.28245 -2.92761 0.34 0.22 0.10
H 1.26191 4.06756 -1.23457 -0.27 -0.62 0.59
H -0.34790 4.14050 -0.31464 0.52 -0.57 0.26
H -0.20853 3.17396 -1.82803 0.45 -0.30 0.67
Ru -0.56077 -1.11992 0.65394 2.43 -0.50 -0.74
C 0.98099 -1.72050 -0.59270 -0.17 -0.10 0.66
C 0.59191 -0.07717 1.75722 1.48 0.07 1.36
H 2.03256 -1.40427 -0.61431 -0.17 -0.26 -0.03
H 0.84248 -2.58768 0.10117 0.79 -0.37 -0.22
H 0.59238 -2.01064 -1.56731 0.09 0.18 -0.12
H 0.27811 0.31334 2.75336 -0.30 -0.43 -0.62
H 1.69138 -0.32575 1.85924 -0.82 0.33 -0.41
N -2.32636 -1.31325 1.21312 -3.67 -1.85 2.36
C -3.02855 -2.10372 1.79240 -0.02 2.00 -1.50
N -4.09138 -2.65435 2.16134 -0.24 -0.68 0.48
C -4.36914 -3.57512 3.06036 -0.43 -0.89 1.22
N -4.75242 -4.34288 3.86096 0.66 1.09 -1.30
```
Positions in Å, forces in eV/Å.

The largest force on an atom comes out at 4.74 eV/A. Its net charge is -1. The total energy is -1612.29098 hartree. The calculation puts the frontier orbital gap (spin up / spin down) at 0.1846 / 0.1797 Ha. Its spin multiplicity is 11.